The following is a DFT calculation (ωB97M-V/def2-TZVPD) of a cluster of 2 separate species, C5H12NO in total.

The calculation puts the highest occupied orbital energy at -2.73 eV. The spin multiplicity is 1. The orbital gap comes out at 0.2476 Ha. Its largest force on an atom is 0.335 eV Å⁻¹. The total charge is -1. The calculation puts the energy above the lowest of the compared OMol25 structures with the same formula, charge and spin at 11.8 kcal per mole. For the molar mass, the calculation gives 102.16 g/mol.

Positions of all 19 atoms, in Å:
1 N 1.213 1.221 -2.675
2 C 0.750 1.721 -1.317
3 O -0.552 1.502 -1.148
4 H 0.357 1.228 -3.216
5 H 1.862 1.870 -3.106
6 H 1.391 1.185 -0.574
7 H 1.044 2.804 -1.256
8 C -1.336 0.089 1.484
9 C -0.395 -1.056 1.276
10 C 0.385 -1.529 2.244
11 C -0.347 -1.594 -0.122
12 H -1.151 0.849 0.704
13 H -1.224 0.523 2.481
14 H -2.377 -0.239 1.367
15 H 1.086 -2.331 2.051
16 H 0.366 -1.105 3.242
17 H 0.432 -2.340 -0.244
18 H -0.196 -0.752 -0.801
19 H -1.309 -2.047 -0.391